ORCA calculation (ωB97M-V with the def2-TZVPD basis set) on 2 unconnected molecules or ions with the total composition C4H14N2O at a distorted geometry.

The geometry in XYZ format:
```
21
Properties=species:S:1:pos:R:3:lowdin_spin:R:1
C 1.19 0.97 -0.67 0.0394
C 0.70 -0.47 -0.86 0.0488
C 1.72 -1.45 -0.31 0.0277
N -0.57 -0.72 -0.19 0.5775
C -1.87 -0.29 -0.74 0.0140
N -2.00 1.12 -0.67 0.2589
H 2.26 0.97 -0.88 0.0024
H 1.07 1.30 0.35 -0.0006
H 0.72 1.69 -1.35 0.0030
H 0.53 -0.67 -1.92 0.0006
H 2.56 -1.50 -0.98 0.0038
H 1.31 -2.45 -0.20 0.0001
H 2.14 -1.18 0.66 -0.0002
H -0.54 -0.54 0.81 0.0111
H -2.66 -0.78 -0.19 0.0023
H -2.03 -0.68 -1.73 0.0018
H -1.95 1.54 0.26 0.0045
H -1.49 1.63 -1.37 0.0056
H 0.12 0.82 2.78 -0.0001
H -0.83 -0.08 3.60 0.0000
O -0.40 0.78 3.59 -0.0006
```

Summary:
HOMO-LUMO gap (alpha / beta) = 11.86 / 7.27 eV
Highest occupied orbital energy (alpha / beta) = -0.55688 / -0.55500 hartree
Charge = +1
E = -9394.244 eV
Relative energy (zero: lowest compared OMol25 entry of this formula, charge and spin) = 0.326 eV
Expectation value of S² = 0.757
LUMO energy (alpha / beta) = -3.29 / -7.83 eV
2S+1 = 2

=====

ORCA calculation (ωB97M-V with the def2-TZVPD basis set) on 2 unconnected molecules or ions with the total composition C4H14N2O at a distorted geometry.

The geometry in XYZ format:
```
21
Properties=species:S:1:pos:R:3:nbo_charge:R:1
C 1.32 -0.83 -0.36 -0.2093
C 0.52 0.45 -0.24 -0.4898
C -0.79 0.45 -0.98 0.1103
C -0.90 0.64 -2.28 -0.2947
N -1.94 -0.17 -0.25 -0.7168
N 2.60 -0.81 0.51 -0.6734
H 0.80 -1.70 0.05 0.2129
H 1.54 -1.23 -1.32 0.2533
H 0.29 0.56 0.82 0.2434
H 1.15 1.32 -0.46 0.2700
H -1.72 0.45 -2.96 0.2547
H -0.10 1.27 -2.68 0.2489
H -1.86 -1.17 -0.02 0.4375
H -2.78 -0.05 -0.82 0.4609
H -2.05 0.24 0.71 0.4837
H 3.41 -1.08 -0.03 0.4637
H 2.79 0.12 0.88 0.4541
H 2.45 -1.50 1.25 0.4570
H -2.21 1.54 2.70 0.5215
H -1.03 0.54 3.11 0.5101
O -1.51 0.96 2.38 -0.9980
```

Summary:
HOMO-LUMO gap = 11.55 eV
Highest occupied orbital energy = -0.67808 hartree
Charge = +2
E = -9385.655 eV
Relative energy (zero: lowest compared OMol25 entry of this formula, charge and spin) = 0.911 eV
LUMO energy = -6.90 eV
2S+1 = 1

=====

ORCA calculation (ωB97M-V with the def2-TZVPD basis set) on 2 unconnected molecules or ions with the total composition C4H14N2O2 at a distorted geometry.

The geometry in XYZ format:
```
22
Properties=species:S:1:pos:R:3:nbo_charge:R:1
C -2.02 0.94 -0.09 -0.0669
O -1.90 0.25 1.18 -0.7687
C -0.73 0.80 -0.97 -0.0659
C 0.42 -0.13 -0.42 -0.4452
C 0.87 0.44 1.00 -0.2280
N 2.33 0.29 1.18 -0.9012
N -1.18 0.29 -2.28 -0.8630
H -2.14 1.93 0.35 0.1914
H -2.92 0.63 -0.65 0.1886
H -2.22 -0.65 1.30 0.4778
H -0.32 1.81 -1.05 0.1892
H 1.35 -0.18 -1.02 0.2081
H -0.10 -1.04 -0.18 0.2325
H 0.23 0.02 1.76 0.2150
H 0.73 1.53 1.08 0.1563
H 2.92 0.38 0.36 0.3766
H 2.55 0.70 2.07 0.3756
H -1.45 -0.68 -2.36 0.3693
H -0.47 0.57 -2.95 0.3612
H 1.52 -1.84 0.45 0.4877
H 1.27 -3.30 1.02 0.4719
O 1.25 -2.74 0.21 -0.9622
```

Summary:
HOMO-LUMO gap = 9.63 eV
Highest occupied orbital energy = -0.32558 hartree
SMILES string = NCC[C@@H](N)CO.O
E = -11448.565 eV
Relative energy (zero: lowest compared OMol25 entry of this formula, charge and spin) = 2.126 eV
LUMO energy = 0.77 eV
2S+1 = 1

=====

ORCA calculation (ωB97M-V with the def2-TZVPD basis set) on 2 unconnected molecules or ions with the total composition C4H14N2O2 at a distorted geometry.

The geometry in XYZ format:
```
22
Properties=species:S:1:pos:R:3:nbo_charge:R:1
N 0.90 -0.31 0.87 -0.8713
C -0.26 0.07 0.02 -0.0783
C -0.07 -0.57 -1.34 0.0870
C -1.32 -0.47 -2.25 -0.6393
O 1.06 0.11 -2.00 -0.7409
C -0.40 1.61 -0.07 -0.2431
N -1.17 2.09 1.06 -0.8417
H 0.78 0.27 1.70 0.3714
H 1.77 -0.25 0.37 0.3827
H -1.13 -0.29 0.57 0.1966
H 0.36 -1.56 -1.35 0.2031
H -2.11 -0.02 -1.66 0.2024
H -1.15 0.18 -3.10 0.2179
H -1.59 -1.47 -2.60 0.2256
H 0.83 1.02 -2.23 0.4566
H -0.78 1.91 -1.06 0.1571
H 0.61 2.01 -0.03 0.2008
H -2.16 1.98 0.96 0.3591
H -1.00 3.05 1.24 0.3624
H 0.81 -1.93 3.83 0.4616
H 0.97 -2.10 2.31 0.4900
O 1.22 -2.48 3.15 -0.9595
```

Summary:
HOMO-LUMO gap = 9.97 eV
Highest occupied orbital energy = -0.34029 hartree
SMILES string = C[C@@H](O)[C@@H](N)CN.O
E = -11449.852 eV
Relative energy (zero: lowest compared OMol25 entry of this formula, charge and spin) = 0.838 eV
LUMO energy = 0.71 eV
2S+1 = 1

=====

ORCA calculation (ωB97M-V with the def2-TZVPD basis set) on 3 unconnected molecules or ions with the total composition C4H14N2O2 at a distorted geometry.

The geometry in XYZ format:
```
22
Properties=species:S:1:pos:R:3:nbo_charge:R:1
C -1.97 -1.16 -0.29 -0.2225
C -0.52 -1.40 -0.70 -0.4383
C 0.42 -1.56 0.46 -0.2684
C 1.63 -1.01 0.48 -0.0048
N 2.45 -0.85 1.62 -0.8225
N -2.18 -0.13 0.73 -0.8333
H -2.34 -2.09 0.15 0.1858
H -2.70 -1.02 -1.08 0.2027
H -0.55 -2.25 -1.38 0.2123
H -0.15 -0.61 -1.35 0.1749
H 0.07 -2.27 1.22 0.1978
H 2.02 -0.51 -0.39 0.1792
H 3.28 -0.32 1.39 0.3680
H 2.77 -1.70 2.06 0.3718
H -1.58 0.68 0.58 0.3358
H -1.98 -0.43 1.67 0.3597
H 0.32 2.32 0.85 0.4659
H 0.08 3.77 0.35 0.4749
O 0.73 3.06 0.39 -0.9400
H 0.32 1.54 -2.74 0.4631
H -0.56 1.19 -1.62 0.4565
O -0.52 1.83 -2.35 -0.9188
```

Summary:
HOMO-LUMO gap = 9.36 eV
Highest occupied orbital energy = -0.31738 hartree
SMILES string = N/C=C/CCN.O.O
E = -11449.145 eV
Relative energy (zero: lowest compared OMol25 entry of this formula, charge and spin) = 1.545 eV
LUMO energy = 0.73 eV
2S+1 = 1